This record from OMol25 describes a structure of composition C30H48BrCoN3P2Se in a non-equilibrium geometry. The level of theory is wB97M-V/def2-TZVPD.

Each line ends with the Mulliken charge.
Atoms and positions in Å:
N -6.453 4.811 -4.866  -0.567
C -6.167 5.365 -3.688  -0.297
C -5.117 4.926 -2.882  -0.507
C -4.225 3.900 -3.305  0.510
C -4.582 3.300 -4.562  -0.376
C -5.698 3.793 -5.279  -0.350
C -3.136 3.531 -2.410  -0.228
Co -0.434 3.227 -1.153  0.267
P 3.591 -0.676 0.079  0.754
C -1.909 2.879 -2.660  0.188
C -1.606 1.690 -1.798  -1.086
C -0.276 1.115 -2.005  -0.322
C 0.154 0.124 -1.160  -0.695
C -0.699 -0.421 -0.142  1.036
C -1.778 0.435 0.250  -1.557
C -2.206 1.532 -0.506  -0.578
Br 1.600 -0.754 1.206  0.302
H -3.373 3.783 -1.358  0.229
H -1.653 2.653 -3.703  0.538
H -4.981 5.383 -1.904  0.349
H -4.030 2.463 -4.978  0.357
H -6.796 6.198 -3.357  0.350
H -5.995 3.359 -6.245  0.354
H 0.137 1.101 -3.034  0.454
H -3.215 1.973 -0.369  0.446
H 1.200 -0.246 -1.270  0.613
H -2.338 0.173 1.134  0.083
P -0.924 -2.223 -0.114  0.641
C 3.676 1.080 0.442  0.101
C 4.886 1.963 0.129  -1.476
H 3.415 1.226 1.510  -0.002
H 2.802 1.503 -0.107  0.113
H 4.640 2.925 0.573  0.463
H 5.813 1.608 0.576  0.360
H 4.981 2.149 -0.950  0.362
C 3.581 -1.219 -1.665  -0.081
C 4.716 -2.122 -2.190  -1.626
H 3.564 -0.283 -2.227  0.521
H 2.631 -1.764 -1.868  0.034
H 4.494 -2.308 -3.241  0.466
H 5.712 -1.660 -2.148  0.375
H 4.700 -3.116 -1.729  0.444
C 4.481 -2.071 0.890  -0.438
C 5.369 -1.822 2.101  -1.216
H 5.017 -2.640 0.116  0.388
H 3.650 -2.706 1.230  0.409
H 5.008 -2.494 2.885  0.341
H 6.409 -2.093 1.944  0.376
H 5.271 -0.812 2.499  0.240
C -0.673 -3.013 1.495  -0.044
C -1.263 -4.404 1.375  -1.290
H -1.142 -2.407 2.288  0.126
H 0.402 -3.029 1.726  0.532
H -2.344 -4.377 1.522  0.317
H -1.016 -4.859 0.403  0.341
H -0.830 -5.045 2.146  0.420
C 0.237 -2.870 -1.322  0.169
C -0.022 -2.499 -2.786  -1.173
H 0.302 -3.957 -1.212  0.808
H 1.191 -2.435 -0.957  -0.625
H -0.917 -2.997 -3.158  0.399
H -0.133 -1.420 -2.933  0.157
H 0.820 -2.821 -3.407  0.444
C -2.605 -2.458 -0.713  -0.854
C -3.668 -2.172 0.363  -1.098
H -2.703 -3.478 -1.112  0.589
H -2.731 -1.775 -1.567  0.496
H -4.484 -1.572 -0.071  0.341
H -4.102 -3.101 0.762  0.384
H -3.270 -1.604 1.215  0.196
C -2.053 0.487 3.559  -0.930
N -0.681 0.518 4.024  0.362
C -0.266 -0.198 5.123  -0.366
C 1.032 0.152 5.342  -0.624
N 1.372 1.042 4.337  0.357
C 2.638 1.713 4.294  -1.050
C 0.319 1.305 3.493  -0.396
Se 0.262 2.502 2.105  -0.163
H -2.326 1.445 3.085  0.359
H -2.703 0.288 4.432  0.450
H -2.161 -0.351 2.839  0.273
H -0.956 -0.861 5.646  0.456
H 1.710 -0.134 6.106  0.566
H 2.865 2.136 5.276  0.427
H 3.410 0.992 4.027  0.278
H 2.580 2.517 3.568  0.307

Results
HOMO-LUMO gap (alpha / beta) = 3.87 / 6.16 eV
multiplicity = 4
<S²> = 3.863
highest occupied orbital energy (alpha / beta) = -10.124 / -12.290 eV
net charge = +2